A gas-phase ion, C3H2NS2 (charge -1) in a non-equilibrium geometry. Source: OMol25; level of theory: ωB97M-V with the def2-TZVPD basis set.

Element x y z (Å)
C1 0.7564 -0.1323 -0.5087
C2 -0.4613 1.2380 0.6132
C3 -0.1450 -1.0769 -0.1324
N1 0.5856 1.1226 -0.0820
S1 -0.1896 -2.7108 -0.5208
S2 -1.4054 -0.1832 0.8471
H1 1.5869 -0.5378 -0.9633
H2 -0.7277 2.2804 0.7469

SMILES string ... [S-]c1cncs1
Total charge ... -1
E_tot ... -26304.8593 eV
Energy above the lowest of the compared OMol25 structures with the same formula, charge and spin ... 0.404 eV
Kohn-Sham gap ... 6.159 eV

These are the Mulliken partial charges, in e, on atoms 1 to 4:
1 C -0.5311
2 C -0.1145
3 C 0.1726
4 N -0.5873